No. 1
8
Properties=species:S:1:pos:R:3:forces:R:3:lowdin_charge:R:1 method="wB97M-V/def2-TZVPD" e_tot_ev=-17499.31492 orbital_gap_ev="7.3 / 7.3" de_lowest_ev=6.155 homo_ev="-9.81 / -9.81" lumo_energy_ha="-0.0905 / -0.0912"
C 0.2383 -0.1781 -1.0666 -2.77 0.39 2.66 -0.02
N -0.0399 -0.4319 1.2936 -1.79 -0.97 1.28 -0.18
O -1.0780 -1.0006 1.0617 1.88 0.99 -0.54 0.00
O 0.7269 -0.0192 0.2986 0.87 0.27 -1.26 -0.16
S -0.3212 2.1936 2.4973 0.01 0.02 0.03 0.10
H 0.5351 -1.1214 -1.4218 -0.97 -2.00 -0.03 0.08
H 0.7833 0.3761 -1.7335 1.36 2.56 -0.86 0.05
H -0.8446 0.1814 -0.9294 1.41 -1.25 -1.28 0.13

No. 2
49
Properties=species:S:1:pos:R:3:forces:R:3:mulliken_spin:R:1 method="wB97M-V/def2-TZVPD" e_tot_ev=-56467.31249 orbital_gap_ev="6.7 / 2.7" total_charge=+1 homo_ev="-12.58 / -12.58" spin_multiplicity=2 lumo_energy_ha="-0.2170 / -0.3644"
Na 5.0429 0.0846 2.3532 -0.02 -0.01 -0.09 0.00
N 1.9978 0.5526 1.3997 -1.08 2.00 -0.05 -0.02
O 3.0733 0.7114 0.8363 0.10 0.01 -0.59 0.25
O 2.0511 -0.1440 2.4121 -0.68 -0.34 0.42 0.48
O 0.9575 1.1505 1.0878 1.81 -1.54 0.45 0.29
C 2.7353 3.8840 -0.9175 0.05 -1.05 0.27 0.00
C 1.2307 3.8079 -1.2181 1.28 0.20 0.00 0.00
O 1.1898 3.8081 -2.6037 0.93 -0.64 -1.35 0.00
C 2.4276 3.3516 -3.0845 -0.57 -0.08 -3.84 0.00
O 2.6979 3.0779 -4.2490 -1.23 0.79 3.57 0.00
O 3.2853 3.2779 -2.0868 0.97 -0.06 0.90 0.00
F 0.6196 4.8779 -0.7307 -0.73 0.71 0.38 0.00
H 2.9830 3.2542 -0.0631 0.11 0.00 0.00 0.00
H 3.1899 4.8616 -0.7568 -0.54 0.21 -0.21 0.00
H 0.7667 2.8901 -0.8570 -0.20 0.02 0.24 0.00
C -3.2777 2.7807 0.7563 -0.21 -0.83 0.54 0.00
C -2.0703 2.5420 -0.1737 -1.94 2.41 3.15 0.00
O -2.0910 3.8614 -0.8206 3.03 -2.43 -0.45 0.00
C -3.3077 4.3674 -0.8099 -2.24 2.80 -0.97 0.00
O -3.6425 5.4095 -1.3561 0.85 -2.85 1.32 0.00
O -4.0852 3.5591 -0.0691 -1.41 1.32 -0.23 0.00
F -2.3613 1.5111 -0.9301 0.32 -0.98 -2.02 0.00
H -3.0639 3.2833 1.6997 0.45 0.40 -0.13 0.00
H -3.8862 1.9292 1.0609 0.45 -0.43 -0.40 0.00
H -1.1890 2.3372 0.4341 0.51 0.53 -0.73 0.00
C -1.2694 -1.4753 2.2710 1.66 -1.49 -0.28 0.01
C -2.4847 -1.8280 1.4770 2.06 0.99 -0.93 0.00
O -3.2428 -0.7040 1.8047 -2.99 -0.57 -3.58 0.00
C -2.9458 -0.2427 2.9733 -1.56 3.87 2.92 0.00
O -3.5806 0.5837 3.6229 1.30 -2.11 -1.64 0.00
O -1.7535 -0.6741 3.2878 1.77 -0.10 2.30 0.00
F -3.0800 -2.9085 1.9009 -1.39 -2.07 1.38 0.00
H -0.5163 -0.9392 1.6935 -0.22 0.11 -0.27 -0.01
H -0.7915 -2.3844 2.6361 -0.07 0.07 0.35 0.00
H -2.2146 -2.0712 0.4495 -0.57 1.23 -0.41 0.00
O -0.1908 -3.2783 -0.0856 1.41 -0.68 0.07 0.00
C 0.9683 -3.6504 0.0546 -1.09 0.14 -0.16 0.00
O 1.5329 -4.7267 -0.5006 0.41 0.80 0.46 0.00
C 0.8676 -5.4451 -1.5545 -0.93 -1.16 1.09 0.00
C 0.9110 -4.7308 -2.8364 -0.29 0.43 -0.74 0.00
C 1.9803 -2.8320 0.8532 -0.19 -0.78 -0.64 0.00
H -0.1481 -5.6489 -1.2154 -0.10 0.06 -0.10 0.00
H 1.3675 -6.4113 -1.6233 0.22 0.18 0.22 0.00
H 1.9390 -4.4165 -3.0168 -0.15 0.20 -0.34 0.00
H 0.1922 -3.9113 -2.8394 0.34 0.29 -0.04 0.00
H 0.5760 -5.4094 -3.6209 0.22 -0.02 -0.10 0.00
H 2.9434 -3.3414 0.8200 -0.01 0.16 0.16 0.00
H 1.6462 -2.6618 1.8766 -0.05 0.04 -0.20 0.00
H 2.0196 -1.9195 0.2583 0.21 0.26 0.27 0.00

No. 3
10
Properties=species:S:1:pos:R:3:forces:R:3:lowdin_charge:R:1 method="wB97M-V/def2-TZVPD" e_tot_ev=-10127.79580 orbital_gap_ev=7.4 total_charge=-1 de_lowest_ev=2.806 homo_ev=-3.06 lumo_energy_ha=0.1576
C 0.0356 -0.1593 -0.0087 0.98 1.15 -1.90 -0.43
C 0.5875 1.0142 -0.8353 -0.99 0.86 4.62 -0.02
N -0.1567 -2.2605 0.4462 0.53 -1.30 -1.22 -0.25
N -0.9631 -1.8488 1.2427 -0.88 3.28 1.34 0.05
N 0.4406 -1.4245 -0.3614 0.95 0.47 -0.74 -0.06
N -0.7946 -0.1071 0.9408 -1.26 -2.84 2.04 -0.21
O -1.3348 0.7814 1.6664 -0.13 0.44 -0.28 -0.21
H 1.6043 1.1697 -0.5835 1.23 -0.05 0.00 0.05
H 0.1224 2.0129 -0.7125 -0.28 -0.74 0.66 0.08
H 0.4589 0.8221 -1.7946 -0.15 -1.27 -4.52 0.00